one | Entry from the Open Molecules 2025 dataset: an isolated ion of composition C5H13NP and charge +1 (wB97M-V/def2-TZVPD).

```
! wB97M-V def2-TZVPD RIJCOSX def2/J DEFGRID3
* xyz 1 1
C 1.379 -1.222 -0.029
C -0.099 -1.533 0.035
C 1.565 0.224 0.332
C -0.752 -0.329 -0.271
C 0.053 2.110 -0.196
N 0.201 0.763 0.474
P -2.636 -0.047 0.040
H 1.840 -1.918 0.599
H 1.737 -1.346 -1.153
H -0.350 -2.350 -0.623
H -0.310 -1.815 1.064
H 2.158 0.355 1.251
H 2.003 0.691 -0.627
H -0.740 0.095 -1.361
H 0.971 2.664 -0.235
H -0.257 1.996 -1.165
H -0.768 2.717 0.163
H -0.178 0.732 1.402
H -2.724 -0.793 1.093
H -3.093 -0.993 -0.793
*
```

Calculated values
Structure (SMILES): C[N@@H+]1CCC[C@H]1P
Frontier orbital gap in eV: 10.77
LUMO in eV: -3.033
HOMO level in eV: -13.8

two | Entry from the Open Molecules 2025 dataset: a 2-piece molecular cluster, C5H13NP overall (wB97M-V/def2-TZVPD).

```
! wB97M-V def2-TZVPD RIJCOSX def2/J DEFGRID3
* xyz 1 1
C -3.815 -0.181 -0.370
C 0.956 0.554 -1.398
C 1.782 -0.806 0.427
C 0.782 1.360 0.866
C -1.377 -0.648 0.000
N 0.840 0.198 0.005
P -2.561 0.582 0.465
H -4.833 0.079 -0.117
H -3.694 -1.053 -0.994
H 0.122 1.189 -1.692
H 1.884 1.101 -1.597
H 0.954 -0.346 -2.012
H 1.703 -1.691 -0.203
H 2.805 -0.418 0.341
H 1.614 -1.078 1.467
H 0.697 1.058 1.907
H 1.684 1.972 0.754
H -0.075 1.983 0.604
H -1.361 -1.071 -0.993
H -0.980 -1.284 0.779
*
```

Calculated values
Frontier orbital gap (spin up / spin down) in eV: 7.98 / 7.99
LUMO (spin up / spin down) in eV: -5.685 / -5.682
HOMO level (spin up / spin down) in eV: -13.7 / -13.7

three | Entry from the Open Molecules 2025 dataset: a 2-piece molecular cluster, C5H13NP overall (wB97M-V/def2-TZVPD).

```
! wB97M-V def2-TZVPD RIJCOSX def2/J DEFGRID3
* xyz 1 1
C 1.235 1.806 2.841
C -0.036 -0.021 -2.375
C -0.722 0.353 -0.108
C -1.289 -1.682 -1.242
C 0.804 -0.385 1.100
N -0.886 -0.305 -1.234
P 0.684 0.031 2.749
H 0.487 2.353 3.436
H 1.191 2.212 1.807
H 0.636 -0.876 -2.367
H -0.594 -0.069 -3.287
H 0.372 1.003 -2.345
H 2.133 1.733 3.332
H -0.445 1.337 -0.202
H -1.549 0.195 0.637
H -1.445 -1.917 -2.352
H -0.422 -2.414 -0.952
H -2.181 -1.862 -0.675
H 0.593 -1.508 0.907
H 1.433 0.015 0.330
*
```

Calculated values
Frontier orbital gap (spin up / spin down) in eV: 7.68 / 7.68
LUMO (spin up / spin down) in eV: -5.620 / -5.620
HOMO level (spin up / spin down) in eV: -13.3 / -13.3

So which one is most stable? That would be one, about 1.304 eV below the next structure.

one | Entry from the Open Molecules 2025 dataset: a 4-piece molecular cluster, C3H11NO3 overall (wB97M-V/def2-TZVPD).

```
! wB97M-V def2-TZVPD RIJCOSX def2/J DEFGRID3
* xyz 0 1
C 0.334 2.213 -0.791
C -0.795 1.651 -1.248
C 0.922 1.233 1.178
N 1.330 1.704 0.081
H 0.445 3.292 -0.888
H -0.867 0.645 -1.637
H -1.627 2.341 -1.311
H 1.669 1.036 1.951
H -0.093 0.927 1.436
H 1.417 -0.311 -0.655
H 2.156 -1.038 0.435
O 1.786 -1.185 -0.447
H -1.767 -1.592 0.324
H -2.472 -1.377 1.625
O -2.213 -0.890 0.835
H -0.266 -3.680 -0.380
H 0.411 -2.208 -0.363
O -0.369 -2.760 -0.144
*
```

Calculated values
Structure (SMILES): C=CN=C.O.O.O
Frontier orbital gap in eV: 9.65
LUMO in eV: 0.553
HOMO level in eV: -9.1

two | Entry from the Open Molecules 2025 dataset: a 3-piece molecular cluster, C3H11NO3 overall (wB97M-V/def2-TZVPD).

```
! wB97M-V def2-TZVPD RIJCOSX def2/J DEFGRID3
* xyz 0 1
O -0.436 -0.471 1.498
C 0.514 -1.084 1.080
C 0.986 -0.926 -0.408
C 0.797 0.562 -0.798
N 2.358 -1.357 -0.472
H 1.178 -1.817 1.579
H 0.280 -1.570 -0.935
H 1.496 0.724 -1.620
H 1.203 1.227 -0.017
H -0.226 0.768 -1.005
H 2.923 -0.527 -0.462
H 2.663 -1.821 -1.299
H -1.961 2.941 -0.445
H -1.672 1.738 0.504
O -1.689 2.692 0.449
H -2.004 -0.372 0.871
H -3.508 -0.719 0.677
O -2.902 0.012 0.803
*
```

Calculated values
Structure (SMILES): C[C@@H](N)C=O.O.O
Frontier orbital gap in eV: 10.30
LUMO in eV: 0.467
HOMO level in eV: -9.8

So which one is most stable? That would be two, about 1.327 eV below the next structure.

one | Entry from the Open Molecules 2025 dataset: a 3-piece molecular cluster, C3H11NO3 overall (wB97M-V/def2-TZVPD).

```
! wB97M-V def2-TZVPD RIJCOSX def2/J DEFGRID3
* xyz 0 1
C 1.125 1.220 -0.824
C 2.001 0.032 -0.363
N 1.553 -0.525 0.828
C 0.416 -0.085 1.587
O 2.881 -0.521 -0.976
H 1.332 1.625 -1.810
H 0.073 0.976 -0.742
H 1.384 2.005 -0.095
H 2.132 -1.276 1.159
H 0.374 -0.580 2.557
H -0.567 -0.341 1.144
H 0.382 0.982 1.719
H -3.429 1.154 -0.759
H -3.207 -0.208 -0.061
O -2.762 0.568 -0.405
H -1.668 -1.058 -0.882
H -0.612 -1.994 -1.310
O -1.410 -1.975 -0.767
*
```

Calculated values
Structure (SMILES): CNC(C)=O.O.O
Frontier orbital gap in eV: 9.75
LUMO in eV: 0.404
HOMO level in eV: -9.3

two | Entry from the Open Molecules 2025 dataset: a 3-piece molecular cluster, C3H11NO3 overall (wB97M-V/def2-TZVPD).

```
! wB97M-V def2-TZVPD RIJCOSX def2/J DEFGRID3
* xyz 0 1
C -0.690 -1.458 0.478
N -0.150 -2.019 1.598
C -0.651 -3.383 1.826
C 0.191 -1.274 2.802
O -1.302 -2.025 -0.391
H -0.349 -0.398 0.444
H -1.726 -3.448 1.994
H -0.104 -3.829 2.657
H -0.419 -4.031 0.983
H -0.709 -1.097 3.393
H 0.550 -0.294 2.486
H 0.956 -1.853 3.305
H 1.263 2.471 -6.960
H -0.113 1.825 -7.123
O 0.813 1.635 -7.118
H 0.554 6.992 -0.524
H 0.965 5.637 -0.098
O 0.923 6.549 0.250
*
```

Calculated values
Structure (SMILES): CN(C)C=O.O.O
Frontier orbital gap in eV: 10.32
LUMO in eV: 0.744
HOMO level in eV: -9.6

So which one is most stable? That would be one, about 0.638 eV below the next structure.